1.
# C3H11NO3

3 unconnected molecules or ions with the total composition C3H11NO3 at a distorted geometry (ωB97M-V/def2-TZVPD, the Open Molecules 2025 dataset).

## Properties
SMILES string = CCNC=O.O.O
Energy above the lowest of the compared OMol25 structures with the same formula, charge and spin = 1.475 eV
Highest occupied orbital energy = -0.361 Ha

```
18
Properties=species:S:1:pos:R:3:mulliken_charge:R:1
C -1.053 -0.072 0.064 0.16
N -1.069 -1.088 -0.842 -0.15
C 0.084 -1.451 -1.671 -0.26
C 1.436 -1.379 -1.048 -1.21
O -2.011 0.497 0.521 -0.57
H -0.047 -0.075 0.534 0.19
H -1.943 -1.522 -1.080 0.23
H 0.063 -0.877 -2.608 0.23
H -0.177 -2.449 -2.036 0.34
H 2.214 -1.923 -1.585 0.39
H 1.413 -1.909 -0.087 0.29
H 1.891 -0.404 -0.902 0.36
H -2.428 4.431 1.345 0.32
H -2.508 3.884 -0.073 0.32
O -2.852 4.569 0.492 -0.64
H 2.720 0.375 3.441 0.32
H 2.349 -0.549 2.413 0.29
O 1.919 -0.058 3.121 -0.62
```


2.
# C16H24N2O3S2

C16H24N2O3S2 in the gas phase at a distorted geometry (ωB97M-V/def2-TZVPD, the Open Molecules 2025 dataset).

## Properties
SMILES string = O=C(NC1CCCCC1)C1CCN(S(=O)(=O)c2cccs2)CC1
Energy above the lowest of the compared OMol25 structures with the same formula, charge and spin = 0.462 eV
Highest occupied orbital energy = -0.334 Ha

```
47
Properties=species:S:1:pos:R:3:mulliken_charge:R:1
O 1.153 -2.279 -1.665 -0.70
C 0.703 -1.286 -1.128 0.10
N 1.182 -0.749 0.009 -0.05
H 0.730 0.073 0.379 0.26
C 2.306 -1.283 0.767 -0.15
C 3.587 -1.280 -0.070 -0.82
C 4.758 -1.808 0.753 -0.76
C 4.462 -3.217 1.256 -0.59
C 3.184 -3.226 2.087 -0.77
C 2.011 -2.700 1.266 -0.82
H 1.099 -2.692 1.868 0.34
H 1.845 -3.342 0.401 0.36
H 2.967 -4.240 2.428 0.35
H 3.321 -2.598 2.972 0.36
H 5.299 -3.583 1.854 0.31
H 4.340 -3.885 0.401 0.33
H 5.663 -1.811 0.143 0.35
H 4.932 -1.147 1.606 0.36
H 3.794 -0.264 -0.416 0.34
H 3.431 -1.914 -0.943 0.35
H 2.440 -0.620 1.630 0.42
C -0.488 -0.520 -1.717 0.33
C -0.056 0.901 -2.105 -0.43
C -1.260 1.747 -2.510 -1.30
N -2.252 1.767 -1.450 0.20
S -1.750 2.647 -0.113 1.27
O -0.949 1.885 0.812 -0.65
O -1.210 3.879 -0.597 -0.74
C -3.302 2.970 0.671 -0.07
C -4.276 3.825 0.255 -0.33
C -5.386 3.835 1.125 -0.57
C -5.226 2.987 2.176 -0.43
S -3.717 2.164 2.131 -0.04
H -5.907 2.799 2.982 0.44
H -6.258 4.444 0.974 0.40
H -4.180 4.420 -0.635 0.49
C -2.761 0.442 -1.154 -1.10
C -1.660 -0.528 -0.725 -0.57
H -2.071 -1.537 -0.658 0.51
H -1.318 -0.233 0.266 0.24
H -3.263 0.084 -2.058 0.43
H -3.508 0.543 -0.362 0.35
H -1.740 1.351 -3.409 0.42
H -0.964 2.782 -2.684 0.48
H 0.428 1.398 -1.262 0.26
H 0.660 0.850 -2.928 0.48
H -0.791 -1.051 -2.626 0.37
```


3.
# C5H8NS2

2 unconnected molecules or ions with the total composition C5H8NS2 at a distorted geometry (ωB97M-V/def2-TZVPD, the Open Molecules 2025 dataset).

## Properties
Energy above the lowest of the compared OMol25 structures with the same formula, charge and spin = 1.838 eV
Highest occupied orbital energy = -0.464 Ha
Charge = +1

```
16
Properties=species:S:1:pos:R:3:mulliken_charge:R:1
C -0.459 2.181 3.879 -0.24
C 0.829 2.036 3.442 -0.20
C -0.573 0.422 2.134 0.05
C 1.081 0.035 -1.987 -0.24
C -0.923 -1.244 -1.969 -0.88
N -0.056 -0.142 -1.488 -0.31
S -1.723 1.217 3.142 0.11
S 1.045 0.778 2.242 0.13
H -0.563 3.061 4.449 0.40
H 1.524 2.806 3.670 0.41
H 1.675 0.919 -1.567 0.19
H -0.997 -0.188 1.330 0.30
H 1.474 -0.309 -2.920 0.27
H -0.721 -1.486 -2.977 0.37
H -1.946 -1.194 -1.833 0.35
H -0.810 -2.068 -1.252 0.27
```


4.
# C23H25GeLiN3

A molecular structure, C23H25GeLiN3 (ωB97M-V/def2-TZVPD, the Open Molecules 2025 dataset).

## Properties
Highest occupied orbital energy = -0.055 Ha
Charge = -1

```
53
Properties=species:S:1:pos:R:3:mulliken_charge:R:1
Li 1.414 2.492 -0.891 0.64
C 0.851 1.307 -2.323 -1.20
Ge -0.158 0.050 -1.366 1.05
C -1.934 0.411 -0.375 0.31
C -2.251 0.423 0.986 0.17
C -3.404 1.028 1.477 -0.59
C -4.294 1.644 0.611 -0.41
C -4.025 1.623 -0.756 -0.61
C -2.869 1.024 -1.222 -0.89
C 1.041 -0.984 -0.142 -0.08
C 0.701 -1.645 1.038 0.10
C 1.636 -2.362 1.777 -0.73
C 2.953 -2.439 1.347 -0.53
C 3.319 -1.789 0.172 -0.50
C 2.376 -1.076 -0.553 -0.47
C -0.869 -1.495 -2.472 -0.27
C -1.544 -2.583 -1.919 -0.06
C -1.962 -3.654 -2.697 -0.62
C -1.719 -3.652 -4.066 -0.32
C -1.056 -2.574 -4.640 -0.42
C -0.633 -1.517 -3.844 -0.52
H 0.188 1.752 -3.089 0.12
H -1.594 -0.077 1.693 -0.03
H -3.614 1.016 2.543 0.36
H -5.193 2.117 0.988 0.35
H -4.714 2.093 -1.449 0.37
H -2.657 1.033 -2.289 0.29
H -0.331 -1.629 1.379 0.37
H 1.341 -2.862 2.695 0.42
H 3.682 -3.009 1.913 0.37
H 4.343 -1.851 -0.181 0.39
H 2.654 -0.551 -1.463 0.40
H -1.752 -2.586 -0.851 0.17
H -2.478 -4.495 -2.244 0.36
H -2.043 -4.486 -4.679 0.34
H -0.867 -2.565 -5.708 0.36
H -0.089 -0.678 -4.275 0.33
C 0.620 0.347 4.067 -0.87
N 1.300 0.983 2.965 0.37
C 2.623 0.851 2.624 -0.19
C 2.797 1.601 1.503 -0.81
N 1.611 2.201 1.159 -0.40
C 0.734 1.806 2.052 -0.53
H 1.326 -0.276 4.610 0.29
H -0.196 -0.277 3.701 0.31
H 0.208 1.088 4.753 0.34
H 3.295 0.221 3.179 0.45
H 3.689 1.736 0.913 0.46
H -0.314 2.059 2.062 0.48
N 1.945 5.020 0.044 -0.60
H 1.350 4.372 0.544 0.24
H 1.679 5.958 0.313 0.22
H 2.883 4.856 0.390 0.21
```


5.
# C10H16O

2 unconnected molecules or ions with the total composition C10H16O at a distorted geometry (ωB97M-V/def2-TZVPD, the Open Molecules 2025 dataset).

## Properties
Multiplicity = 2
Energy above the lowest of the compared OMol25 structures with the same formula, charge and spin = 0.553 eV
Highest occupied orbital energy (spin up / spin down) = 0.029 / -0.126 Ha
Charge = -1

```
27
Properties=species:S:1:pos:R:3:lowdin_spin:R:1
C -0.391 2.649 -0.186 0.01
C 0.467 -0.647 1.631 0.18
C -0.246 0.568 1.257 0.22
C 1.652 -0.993 1.024 0.05
C 0.321 1.439 0.331 0.05
C 2.277 -0.066 0.182 0.21
C 1.567 1.113 -0.198 0.17
O 2.159 -2.278 0.997 0.00
H -0.061 -1.230 2.380 0.02
H -1.256 0.734 1.617 0.02
H 1.672 -2.795 1.642 0.00
H 3.241 -0.227 -0.283 0.02
H -1.073 2.278 -0.971 0.00
H 0.282 3.321 -0.727 0.00
H 2.029 1.805 -0.896 0.02
H -1.054 3.265 0.427 0.00
C -2.464 -0.831 -0.991 0.01
C -2.825 0.605 -1.402 0.00
C -1.210 -1.299 -1.685 0.01
H -2.364 -0.893 0.090 0.00
H -3.294 -1.453 -1.343 0.00
H -3.410 1.158 -0.666 0.00
H -1.254 -1.278 -2.782 0.00
H -0.366 -0.598 -1.578 0.00
H -3.387 0.619 -2.341 0.00
H -1.915 1.194 -1.568 0.00
H -0.735 -2.211 -1.321 0.00
```


6.
# C47H57Ge2N4OS2Ti

A molecular structure, C47H57Ge2N4OS2Ti at a distorted geometry (ωB97M-V/def2-TZVPD, the Open Molecules 2025 dataset).

## Properties
Energy above the lowest of the compared OMol25 structures with the same formula, charge and spin = 0.000 eV
Highest occupied orbital energy (spin up / spin down) = -0.151 / -0.151 Ha
Charge = -1

```
114
Properties=species:S:1:pos:R:3:mulliken_charge:R:1
Ti 0.694 -0.445 -0.324 -4.51
C 4.153 -2.015 2.146 -2.22
C 3.256 -1.614 1.011 0.69
N 2.238 -0.830 1.186 1.36
N 2.166 -0.256 2.461 -1.07
C 1.348 0.736 2.519 -0.05
S 0.435 1.429 1.234 0.42
S 1.145 1.368 4.164 -0.22
C 0.839 3.112 3.809 -1.02
C 2.005 3.859 3.211 0.58
C 1.813 4.604 2.051 0.01
C 2.863 5.317 1.487 -0.55
C 4.119 5.290 2.075 -0.47
C 4.320 4.541 3.229 -0.65
C 3.271 3.828 3.790 -0.29
C 3.593 -2.123 -0.322 0.44
C 4.496 -3.187 -0.480 -0.75
C 4.907 -3.604 -1.727 -1.09
C 4.438 -2.937 -2.864 -0.84
C 3.571 -1.879 -2.746 -0.65
C 3.119 -1.465 -1.478 0.24
O 2.303 -0.452 -1.397 1.21
H 3.873 -1.516 3.063 0.45
H 5.192 -1.790 1.899 0.40
H 4.076 -3.096 2.288 0.43
H 0.542 3.537 4.770 0.58
H -0.020 3.183 3.143 0.37
H 0.838 4.608 1.577 0.14
H 2.698 5.880 0.575 0.41
H 4.941 5.839 1.632 0.40
H 5.301 4.505 3.687 0.38
H 3.437 3.222 4.673 0.37
H 4.872 -3.704 0.393 0.35
H 5.589 -4.439 -1.824 0.40
H 4.753 -3.264 -3.848 0.42
H 3.171 -1.363 -3.610 0.48
C 3.699 2.173 -0.656 -0.67
C 2.936 2.321 -1.974 -0.55
C 1.674 3.139 -1.843 0.29
C 1.809 4.518 -1.700 -0.65
C 0.709 5.356 -1.671 -1.08
C -0.552 4.811 -1.837 -0.70
C -0.734 3.438 -1.983 0.62
C -2.121 2.929 -2.261 0.38
C -2.491 3.046 -3.740 -1.62
C 0.383 2.592 -1.934 -0.64
N 0.219 1.163 -1.948 1.28
C 0.167 0.537 -3.078 -0.29
C 0.064 -0.884 -3.146 -0.19
C -0.007 -1.721 -4.262 -1.05
C -0.083 -3.025 -3.763 -1.14
C -0.052 -2.917 -2.369 -0.88
N 0.024 -1.631 -1.987 1.20
H 4.673 1.706 -0.828 0.43
H 3.145 1.556 0.048 -0.12
H 3.867 3.143 -0.184 0.12
H 2.710 1.337 -2.370 -0.36
H 3.576 2.824 -2.704 0.69
H 2.810 4.932 -1.628 0.52
H 0.834 6.426 -1.546 0.39
H -1.426 5.455 -1.856 0.48
H -2.836 3.492 -1.657 0.76
H -2.204 1.896 -1.957 -1.46
H -2.435 4.083 -4.081 0.40
H -3.504 2.677 -3.915 0.45
H -1.810 2.457 -4.359 0.26
H 0.244 1.057 -4.034 0.27
H -0.006 -1.405 -5.296 0.53
H -0.161 -3.943 -4.326 0.45
H -0.097 -3.710 -1.637 0.01
C -0.116 -5.284 0.789 -1.52
C 0.750 -4.032 0.936 -0.50
Ge -0.302 -2.347 1.250 2.21
C -0.173 -2.134 3.224 -0.79
C -0.728 -3.346 3.972 -1.36
C -2.206 -2.761 1.106 -0.26
C -3.024 -1.784 0.697 0.45
Ge -2.099 -0.289 -0.273 3.16
C -2.832 1.404 0.525 -0.68
C -3.092 1.274 2.026 -1.16
C -2.999 -0.448 -2.069 -0.51
C -3.438 -1.860 -2.459 -1.47
C -4.509 -1.879 0.848 0.24
C -5.338 -0.884 0.326 0.98
C -6.720 -0.939 0.457 -1.16
C -7.318 -1.998 1.122 -0.52
C -6.512 -2.996 1.657 -0.80
C -5.134 -2.934 1.523 -1.02
H 0.482 -6.184 0.611 0.36
H -0.819 -5.187 -0.044 0.26
H -0.721 -5.461 1.683 0.35
H 1.383 -3.913 0.053 0.29
H 1.435 -4.144 1.786 0.56
H -0.729 -1.233 3.499 0.28
H 0.865 -1.960 3.509 0.60
H -1.797 -3.480 3.786 0.32
H -0.598 -3.249 5.055 0.38
H -0.225 -4.271 3.671 0.25
H -2.609 -3.678 1.541 0.25
H -3.746 1.703 -0.002 0.72
H -2.106 2.202 0.355 0.44
H -3.844 0.510 2.241 0.19
H -3.439 2.215 2.468 0.42
H -2.177 0.983 2.553 0.01
H -2.325 -0.074 -2.840 0.42
H -3.862 0.231 -2.068 0.93
H -2.597 -2.554 -2.431 0.16
H -3.844 -1.882 -3.476 0.38
H -4.207 -2.249 -1.789 0.27
H -4.890 -0.050 -0.198 0.08
H -7.329 -0.147 0.035 0.41
H -8.395 -2.045 1.229 0.37
H -6.960 -3.829 2.186 0.39
H -4.534 -3.721 1.961 0.33
```


7.
# H8O4

4 unconnected molecules or ions with the total composition H8O4 at a distorted geometry (ωB97M-V/def2-TZVPD, the Open Molecules 2025 dataset).

## Properties
SMILES string = O.O.O.O
Energy above the lowest of the compared OMol25 structures with the same formula, charge and spin = 0.850 eV
Highest occupied orbital energy = -0.418 Ha

```
12
Properties=species:S:1:pos:R:3:mulliken_charge:R:1
O 0.761 -0.305 2.716 -0.68
H 0.014 0.248 2.603 0.33
H 0.448 -1.183 2.594 0.33
O -1.638 1.133 -0.700 -0.61
H -1.841 0.375 -0.137 0.29
H -0.697 1.114 -0.788 0.30
O -0.175 -1.160 -2.425 -0.63
H -0.248 -1.425 -1.528 0.29
H -0.558 -0.278 -2.535 0.35
O 1.046 0.758 -0.014 -0.66
H 1.272 0.413 0.854 0.36
H 1.614 0.313 -0.638 0.32
```


8.
# C3H3NO5

C3H3NO5 in the gas phase at a distorted geometry (ωB97M-V/def2-TZVPD, the Open Molecules 2025 dataset).

## Properties
SMILES string = O=[N+]([O-])OC1=CCOO1
Energy above the lowest of the compared OMol25 structures with the same formula, charge and spin = 10.991 eV
Highest occupied orbital energy = -0.356 Ha

```
12
Properties=species:S:1:pos:R:3:mulliken_charge:R:1
C 0.839 1.042 -1.284 -0.17
C 1.565 0.569 -0.339 0.27
C -0.421 1.475 -0.404 -0.21
N 4.157 0.102 0.140 1.13
O 4.123 1.132 0.678 -0.51
O 4.987 -0.685 0.031 -0.56
O 1.149 0.454 0.901 -0.15
O -0.100 1.190 0.873 -0.20
O 3.012 -0.400 -0.538 -0.38
H 0.914 1.130 -2.407 0.32
H -0.607 2.501 -0.577 0.24
H -1.457 1.014 -0.815 0.21
```